No. 1
# C26H32Br68N3

A structure of composition C26H32Br68N3 at a distorted geometry (wB97M-V/def2-TZVPD, OMol25).

Last column: Mulliken charge in e.
CARTESIAN COORDINATES (ANGSTROEM)
C  3.647  -2.008  6.027  -0.608
C  4.386  -0.593  5.567  -0.257
C  3.503  0.642  6.268  0.006
Br  2.510  1.579  4.805  -0.133
N  4.531  1.509  6.984  -0.213
C  4.478  1.341  8.487  0.201
N  3.257  1.598  9.112  -0.031
N  5.602  0.872  9.384  -0.423
Br  6.938  -0.059  8.456  0.065
H  4.267  -2.903  5.587  0.312
H  3.687  -2.062  7.207  -0.016
H  2.515  -2.019  5.717  0.243
H  5.511  -0.542  5.931  0.096
H  4.335  -0.391  4.412  0.383
H  2.707  0.153  6.973  0.233
H  4.287  2.528  6.819  0.355
H  2.706  2.458  8.885  0.077
H  2.936  0.837  9.780  0.156
H  5.145  0.215  10.078  0.504
C  -0.068  -0.495  2.391  -0.232
Br  -1.626  -1.542  2.901  -0.026
Br  1.554  -1.569  2.380  0.007
Br  -0.337  0.425  0.698  0.068
H  0.065  0.276  3.157  0.211
C  -1.478  3.204  -2.562  -0.438
Br  -3.036  2.158  -2.051  0.007
Br  0.144  2.131  -2.572  0.102
Br  -1.748  4.125  -4.254  -0.079
H  -1.346  3.976  -1.796  0.394
C  -2.448  1.069  -6.779  0.135
Br  -4.006  0.022  -6.268  0.035
Br  -0.826  -0.005  -6.789  -0.023
Br  -2.718  1.990  -8.471  0.136
H  -2.316  1.840  -6.013  -0.164
C  -1.527  5.956  -10.246  -0.166
Br  -2.765  5.288  -11.590  0.006
Br  -2.135  5.561  -8.441  0.026
Br  0.286  5.323  -10.554  -0.052
H  -1.506  7.047  -10.345  0.151
C  -3.861  -2.080  -0.734  -0.311
Br  -5.419  -3.126  -0.223  -0.018
Br  -2.239  -3.153  -0.745  0.028
Br  -4.131  -1.159  -2.426  0.019
H  -3.729  -1.308  0.032  0.309
C  -6.818  1.430  -8.556  0.670
Br  -6.829  3.351  -8.862  0.002
Br  -8.017  0.920  -7.112  0.056
Br  -7.187  0.436  -10.187  -0.023
H  -5.805  1.162  -8.240  -0.728
C  -1.644  -6.002  1.808  0.029
Br  0.075  -5.549  1.016  -0.034
Br  -2.239  -7.777  1.280  0.005
Br  -1.627  -5.790  3.742  -0.028
H  -2.375  -5.289  1.414  0.060
C  2.363  -4.135  9.867  0.364
Br  2.352  -2.214  9.561  -0.036
Br  1.164  -4.645  11.311  0.007
Br  1.994  -5.130  8.236  -0.011
H  3.376  -4.403  10.182  -0.335
C  6.386  -5.541  11.021  0.171
Br  8.016  -6.213  11.842  -0.058
Br  4.892  -5.547  12.266  -0.013
Br  6.650  -3.791  10.215  0.051
H  6.129  -6.231  10.210  -0.134
C  0.357  -10.711  0.695  -0.005
Br  -0.142  -12.584  0.536  -0.015
Br  0.923  -10.264  2.502  -0.001
Br  1.690  -10.202  -0.627  -0.012
H  -0.542  -10.122  0.487  -0.015
C  4.358  1.301  -2.917  -0.385
Br  4.348  3.222  -3.222  -0.003
Br  3.159  0.792  -1.472  -0.004
Br  3.990  0.307  -4.548  0.009
H  5.372  1.033  -2.601  0.354
C  5.635  2.511  12.796  -0.416
Br  7.291  2.139  13.746  -0.035
Br  5.653  1.777  10.995  0.225
Br  4.077  1.924  13.802  -0.062
H  5.561  3.599  12.697  0.274
C  10.427  -3.166  12.093  -0.214
Br  12.339  -3.423  12.338  -0.014
Br  9.443  -3.430  13.750  0.006
Br  10.025  -1.445  11.280  -0.002
H  10.088  -3.937  11.394  0.207
C  -10.806  -0.520  -4.452  -0.363
Br  -9.010  -0.574  -3.707  -0.003
Br  -11.150  1.149  -5.391  -0.023
Br  -11.173  -2.069  -5.570  0.000
H  -11.503  -0.562  -3.608  0.351
C  -4.352  9.499  -8.996  0.015
Br  -2.634  9.951  -9.789  -0.050
Br  -4.948  7.724  -9.525  0.037
Br  -4.336  9.711  -7.063  0.021
H  -5.084  10.212  -9.390  -0.039
C  -6.371  -7.317  0.194  -0.306
Br  -6.871  -9.191  0.035  -0.033
Br  -5.805  -6.870  2.000  -0.024
Br  -5.039  -6.808  -1.129  -0.012
H  -7.270  -6.728  -0.015  0.358
C  0.912  2.487  -13.971  -0.379
Br  2.824  2.231  -13.726  -0.032
Br  -0.072  2.223  -12.314  0.052
Br  0.511  4.208  -14.784  0.027
H  0.573  1.716  -14.670  0.366
C  3.358  -8.826  10.007  -0.160
Br  5.076  -8.373  9.215  -0.005
Br  2.762  -10.601  9.479  -0.013
Br  3.374  -8.613  11.941  -0.008
H  2.626  -8.112  9.613  0.211
C  -0.255  4.310  -18.581  -0.268
Br  -1.813  3.263  -18.070  0.014
Br  1.367  3.236  -18.592  -0.002
Br  -0.524  5.230  -20.273  -0.036
H  -0.123  5.081  -17.815  0.262
C  -3.527  0.329  -11.991  -0.331
Br  -3.538  2.250  -12.296  0.051
Br  -4.726  -0.181  -10.546  0.050
Br  -3.896  -0.665  -13.622  -0.063
H  -2.514  0.061  -11.675  0.292
C  -8.638  11.218  -7.549  -0.336
Br  -9.138  9.345  -7.708  0.003
Br  -8.072  11.666  -5.742  -0.003
Br  -7.306  11.727  -8.872  0.002
H  -9.537  11.808  -7.758  0.351
C  2.394  5.702  9.347  -0.395
Br  4.051  5.330  10.297  0.024
Br  2.412  4.968  7.546  0.000
Br  0.836  5.115  10.353  0.028
H  2.320  6.790  9.248  0.384

## Properties
Kohn-Sham gap: 0.1319 Eh
charge: +1
lowest unoccupied orbital energy: -5.67 eV
maximum force: 11.87 eV Å⁻¹

No. 2
# C26H32Cl4CsF7KN4NaO12S3

A structure of composition C26H32Cl4CsF7KN4NaO12S3 at a distorted geometry (wB97M-V/def2-TZVPD, OMol25).

Last column: Mulliken charge in e.
CARTESIAN COORDINATES (ANGSTROEM)
C  -5.321  -2.062  -1.115  -1.279
C  -4.529  -0.778  -0.966  0.308
C  -3.039  -0.936  -0.650  -0.450
Cl  -2.610  -2.505  0.093  -0.081
C  -2.517  0.160  0.260  1.742
C  -3.160  0.543  1.441  -0.344
C  -2.621  1.544  2.234  -0.198
S  -3.521  2.005  3.683  -0.223
C  -1.425  2.155  1.913  -0.329
C  -0.854  3.221  2.788  -0.920
C  -1.714  4.458  2.534  -0.427
N  -2.050  4.645  1.331  -0.273
N  -0.763  1.761  0.779  0.671
C  0.567  2.424  0.484  0.376
C  0.594  3.630  -0.160  0.261
C  1.778  4.284  -0.481  -0.766
C  2.961  3.686  -0.133  -0.605
C  2.862  2.483  0.552  -0.618
N  1.751  1.828  0.863  -1.560
C  -1.369  0.771  -0.037  0.123
F  -0.733  0.394  -1.209  -0.627
H  -5.180  -2.566  -2.065  0.393
H  -5.178  -2.737  -0.294  -0.044
H  -6.372  -1.760  -1.110  0.537
H  -4.592  -0.279  -1.916  -0.293
H  -5.091  -0.115  -0.253  -0.260
H  -2.445  -0.858  -1.556  0.439
H  -4.083  0.065  1.719  0.570
H  -2.712  1.533  4.643  0.233
H  -0.972  2.876  3.810  0.339
H  0.200  3.410  2.620  0.598
H  -2.025  5.111  3.340  0.551
H  -2.647  5.465  1.242  0.222
H  -0.347  4.094  -0.411  0.413
H  1.759  5.235  -0.985  0.516
H  3.924  4.123  -0.356  0.617
H  3.783  2.014  0.872  0.575
N  7.392  3.117  -3.329  -0.336
S  7.543  3.643  -1.851  0.998
O  6.292  3.833  -1.181  -0.524
O  8.581  4.584  -1.600  -0.589
F  8.108  2.306  -1.201  -0.268
S  6.752  4.144  -4.345  1.063
O  6.335  3.498  -5.544  -0.478
O  7.394  5.415  -4.428  -0.571
F  5.332  4.505  -3.638  -0.284
Na  -6.047  -3.062  1.161  0.955
Cl  -6.810  0.737  0.049  -0.633
C  -0.727  -5.811  -0.283  -1.011
C  -0.773  -6.110  -1.778  -0.361
O  -0.736  -7.459  -2.133  -0.219
C  -2.040  -8.175  -2.092  -0.006
O  -3.006  -7.560  -2.694  -0.868
C  -2.435  -8.563  -0.633  0.737
F  -1.372  -8.943  0.133  -0.290
F  -3.264  -9.626  -0.646  -0.293
F  -3.076  -7.604  0.079  -0.277
H  -0.035  -6.451  0.253  0.229
H  -0.452  -4.771  -0.140  0.231
H  -1.714  -5.955  0.156  0.368
H  0.121  -5.666  -2.224  0.394
H  -1.635  -5.617  -2.248  0.267
H  -1.725  -9.164  -2.505  0.087
K  -4.220  0.551  -3.524  0.963
C  3.549  -7.623  -2.114  -0.333
C  4.295  -7.637  -0.795  -0.338
O  3.868  -6.407  -0.194  -0.348
C  2.673  -6.071  -0.742  0.595
O  1.970  -5.201  -0.336  -0.475
O  2.391  -6.851  -1.794  -0.218
H  3.264  -8.612  -2.461  0.303
H  4.104  -7.113  -2.904  0.261
H  3.993  -8.465  -0.152  0.258
H  5.376  -7.653  -0.911  0.302
C  -3.759  5.263  -2.748  -0.409
Cl  -2.796  3.802  -2.399  -0.074
Cl  -4.809  5.678  -1.402  -0.118
H  -3.070  6.079  -2.929  0.304
H  -4.365  5.075  -3.624  0.322
F  7.139  2.305  -7.247  -0.547
C  1.881  5.855  5.614  -0.341
C  0.734  6.796  5.292  -0.304
O  -0.363  5.880  5.133  -0.295
C  -0.077  4.754  5.818  0.718
O  -0.857  3.877  6.016  -0.543
O  1.202  4.753  6.236  -0.319
H  2.615  6.284  6.289  0.314
H  2.389  5.493  4.719  0.238
H  0.503  7.479  6.109  0.264
H  0.894  7.370  4.384  0.304
Cs  1.160  -0.227  -0.177  1.005

## Properties
energy above the lowest of the compared OMol25 structures with the same formula, charge and spin: 0.000 eV
Kohn-Sham gap: 0.0431 Eh
lowest unoccupied orbital energy: -4.23 eV
maximum force: 8.37 eV Å⁻¹